No. 1
# C3H14O4

A cluster of 5 separate species, C3H14O4 in total (ωB97M-V/def2-TZVPD, the Open Molecules 2025 dataset).

Computed properties:
LUMO = 0.54 eV
total charge = 0
2S+1 = 1
orbital gap = 10.1 eV
HOMO level = -9.529 eV
E_tot = -423.60174 Eh

Geometry (Å):
H  0.2760  -0.4362  -0.2184
H  -1.0959  -1.6955  -4.1363
O  -0.2908  -1.8328  2.6786
C  -1.0987  -1.5095  -3.0573
H  -0.1245  -0.9305  2.3652
C  -0.4940  -2.6360  -2.2705
H  0.3650  -3.2832  -2.4458
C  -0.6033  -2.5974  -0.9213
H  -0.4052  -0.6665  -3.0031
H  0.8294  4.9211  1.7191
H  1.3945  2.9742  1.5583
H  -2.1029  -1.3091  -2.7067
O  0.6122  0.0163  0.5736
H  0.4074  -1.9346  3.3170
H  0.0757  0.7914  0.8022
O  1.0422  2.5995  2.3668
H  -0.0131  5.3884  0.4947
O  0.8821  5.1333  0.7897
H  -1.4721  -2.0804  -0.5123
H  1.8132  2.1931  2.7908
H  0.0028  -3.1056  -0.1841

Forces on atoms 1 to 3 (eV/Å):
-0.185 0.403 0.430
-0.455 -0.266 0.095
-0.223 0.460 -0.109

=====

No. 2
# C3H5LiO3Tm

A structure of composition C3H5LiO3Tm (ωB97M-V/def2-TZVPD, the Open Molecules 2025 dataset).

Computed properties:
LUMO (alpha / beta) = -8.18 / -9.34 eV
total charge = +2
2S+1 = 4
orbital gap (alpha / beta) = 7.2 / 9.7 eV
HOMO level (alpha / beta) = -15.356 / -19.053 eV
E_tot = -1435.14048 Eh

Geometry (Å):
C  1.7440  -0.1308  -0.4511
Tm  0.9572  2.4129  0.7934
C  -0.2718  -1.1843  0.1898
H  -0.4677  -2.0509  0.8298
H  -1.3309  0.0816  1.5840
H  -0.3080  -1.4433  -0.8781
Li  -1.5910  1.9983  -1.3219
O  1.0414  -0.6856  0.5170
O  -0.6278  1.1175  -0.0814
C  -1.2119  -0.0175  0.4908
H  -2.1958  -0.2243  0.0341
H  1.9210  -0.8088  -1.3056
O  2.3414  0.9352  -0.4009

Forces on atoms 1 to 3 (eV/Å):
0.685 -2.355 -0.979
-0.197 -1.805 -0.840
-0.534 -0.423 -0.160

=====

No. 3
# C22H33BrN4O3PRuS2Te

A structure of composition C22H33BrN4O3PRuS2Te (ωB97M-V/def2-TZVPD, the Open Molecules 2025 dataset).

Computed properties:
LUMO (alpha / beta) = -1.44 / -1.36 eV
total charge = 0
2S+1 = 2
orbital gap (alpha / beta) = 5.2 / 5.3 eV
HOMO level (alpha / beta) = -6.687 / -6.636 eV
E_tot = -5377.51378 Eh

Geometry (Å):
P  -1.3952  -2.4410  -1.0103
N  2.7284  -0.6483  0.6123
C  0.7308  -0.5072  5.2696
N  0.3744  -2.0011  -4.3162
C  3.2598  -1.7883  0.1405
C  4.5350  0.5480  -0.4092
H  -0.1799  1.6004  -1.4151
H  -3.1651  -4.5404  -3.0718
H  -1.2584  1.6621  2.3921
H  -2.4551  -6.0248  -1.1728
C  0.2043  -1.0615  4.1189
H  -2.6480  0.3589  -1.6185
C  4.4067  -1.8324  -0.6305
H  -1.7390  0.4963  -3.9827
H  -1.2853  4.0316  2.0880
H  -0.8127  -5.3920  -1.3154
Ru  0.5773  -0.8856  -0.2005
C  -0.3178  1.8208  1.8688
C  5.0450  -0.6363  -0.9233
H  4.7795  -2.7717  -1.0064
H  -1.5803  2.8427  -1.8714
H  -0.8494  -0.9652  3.8947
H  3.9621  -1.4079  4.8956
C  -3.2261  4.2188  1.1911
C  -2.6139  -0.5083  -2.2974
H  5.0225  1.4899  -0.6068
C  -2.2421  -4.3563  -2.5140
H  -1.4842  -3.9385  -3.1857
C  -2.6380  -0.0744  -3.7524
C  -0.3039  4.5876  -1.8504
H  0.0792  0.0273  5.9436
S  0.4067  -2.5984  1.8403
N  -1.1725  3.3537  0.1221
H  -0.1931  5.5234  -1.3047
H  0.2716  2.5728  2.3893
C  0.9228  -1.3980  -3.4974
O  -1.4034  -1.2085  -2.0689
Br  6.6028  -0.6237  -1.9975
H  -3.5678  3.1884  1.2499
H  -3.5177  0.5355  -3.9447
C  2.0779  -0.6418  5.5663
S  1.7608  -0.4597  -2.4430
H  0.2469  0.8788  1.8795
H  -3.5536  4.7501  2.0795
H  -1.3855  5.2919  0.8521
O  -2.5826  -3.3908  -1.5089
H  -1.4883  -6.3683  -2.6241
H  3.0281  -2.4338  2.8662
C  -1.7000  4.2739  1.1121
C  2.3923  -1.8795  3.5368
H  -2.6505  -0.9560  -4.3902
H  -0.5390  4.8277  -2.8847
H  2.9465  1.3925  0.7697
C  1.0348  -1.7611  3.2482
H  -3.4636  -1.1654  -2.0668
H  0.6426  4.0520  -1.8248
C  -0.5469  2.1972  0.4298
H  2.4777  -0.2325  6.4819
C  -1.7202  -5.6238  -1.8664
C  3.3806  0.4905  0.3519
C  -1.4257  3.7355  -1.2586
H  2.7403  -2.7090  0.4007
N  -0.0938  1.3554  -0.4314
H  -2.3581  4.3001  -1.2827
O  -0.0649  -3.0871  -1.0893
C  2.9072  -1.3160  4.6855
H  -3.6927  4.6845  0.3254
Te  -2.2271  -1.4527  1.0332

Forces on atoms 1 to 3 (eV/Å):
-1.877 0.679 -0.566
-0.039 -0.301 -0.611
-0.089 0.108 0.146

=====

No. 4
# C2H4NP

An isolated molecule of C2H4NP (ωB97M-V/def2-TZVPD, the Open Molecules 2025 dataset).

Computed properties:
LUMO = -0.39 eV
total charge = 0
2S+1 = 1
orbital gap = 8.9 eV
HOMO level = -9.286 eV
E_tot = -474.61709 Eh

Geometry (Å):
H  -1.7239  0.7226  1.2598
P  0.1768  -1.5549  -1.3659
H  1.9729  -0.0047  -0.6449
C  0.0898  0.6596  0.3780
H  -0.9819  -1.3576  -0.6558
N  -1.0857  0.2168  0.6673
C  0.9916  -0.2975  -0.5673
H  0.5603  1.6159  0.9289

Forces on atoms 1 to 3 (eV/Å):
0.454 0.705 0.318
2.261 0.471 -0.021
2.172 0.456 -0.480

=====

No. 5
# C23H21N5O3S2

An isolated molecule of C23H21N5O3S2 (ωB97M-V/def2-TZVPD, the Open Molecules 2025 dataset).

Computed properties:
LUMO = 0.47 eV
total charge = 0
2S+1 = 1
orbital gap = 8.4 eV
HOMO level = -7.900 eV
E_tot = -2184.90947 Eh

Geometry (Å):
C  -5.3985  1.4344  1.5919
C  6.0760  3.7607  0.3527
C  3.1264  -2.2878  -0.4477
C  -6.9527  1.5098  -0.7021
O  -5.2358  0.4438  -1.9472
N  -0.8269  -0.3143  -1.6948
N  0.8135  2.2100  -0.5784
C  3.2064  1.3831  -0.2866
C  3.5778  0.0509  -0.3334
C  6.6064  2.3424  0.6664
C  4.3169  2.1996  0.0578
H  -2.0601  -0.1944  2.4016
O  -3.6040  0.4511  0.3933
H  -4.3674  -1.3439  -1.4022
N  -1.5084  -1.4974  0.0209
C  -6.6749  1.9600  1.6372
H  6.8218  2.2213  1.7318
C  -4.8882  0.9454  0.3967
H  -7.0634  2.3386  2.5696
H  2.4306  -4.3041  -0.6315
H  -2.8154  1.2952  -1.3243
S  0.6276  -3.1696  0.4012
S  5.2404  -0.2175  0.0736
N  0.1397  -1.1917  -1.3968
H  7.5177  2.1114  0.1143
H  -8.4375  2.4351  0.5163
H  4.0679  3.9721  1.2185
C  -7.4459  2.0113  0.4865
C  5.4537  1.4881  0.2665
C  -4.0947  -0.3639  -1.8229
H  -1.9935  -3.0590  1.2747
C  -1.7983  -1.2429  2.4042
H  1.8237  -0.8102  -1.0551
H  -0.8564  -2.8356  3.3907
C  -1.1284  -1.7926  3.3976
C  4.5349  3.6597  0.2804
H  -7.5371  1.5255  -1.6079
H  -3.2932  -1.8588  1.0030
H  4.1179  4.2731  -0.5186
H  6.4595  4.0795  -0.6167
H  1.6388  -3.1540  -1.7616
C  -3.0604  0.3090  -0.9021
N  2.7539  -1.0026  -0.6513
H  -3.6862  -0.4958  -2.8256
C  2.0361  -3.2969  -0.7576
H  -4.7729  1.3976  2.4696
O  4.2290  -2.6026  -0.0485
C  -2.2234  -1.9939  1.1743
H  -0.8291  -1.2243  4.2609
C  -5.6774  0.9610  -0.7546
H  6.3989  4.4858  1.0972
C  1.8940  1.8342  -0.4742
C  -1.8019  -0.4792  -0.8490
C  -0.2648  -1.8934  -0.3646

Forces on atoms 1 to 3 (eV/Å):
0.083 -0.083 -0.182
-0.013 0.027 0.000
-0.305 -0.174 -0.132

=====

Calculated ΔE to the lowest compared entry with this formula, charge and spin (eV), listed in the same order as above: 1.818; 0.000; 4.743; 1.540; 2.196